DFT (ωB97M-V with the def2-TZVPD basis set) results for a cluster of 4 separate species, C25H50FO13P in total at a distorted geometry.

```
! RIJCOSX wB97M-V def2-TZVPD def2/J DEFGRID3
* xyz 0 1
C -0.53 -1.43 2.07
C -1.11 -0.32 1.21
F -1.82 -0.85 0.16
C -1.96 0.68 1.91
C -3.26 0.99 1.76
P -4.59 0.13 0.83
C -5.15 -0.93 2.21
O -5.81 1.23 0.92
C -3.40 2.32 2.43
O -4.04 3.25 2.07
O -2.40 2.43 3.39
C -1.46 1.47 3.08
O -0.55 1.22 3.81
H -1.31 -2.04 2.52
H 0.11 -2.05 1.44
H 0.11 -0.98 2.84
H -0.27 0.24 0.77
H -5.50 -1.89 1.83
H -4.34 -1.12 2.93
H -5.97 -0.45 2.75
H -5.80 1.80 0.14
C -1.18 1.61 7.10
O -0.05 1.22 7.85
C 0.84 0.40 7.12
C 2.26 0.55 7.63
O 2.90 1.75 7.23
C 2.50 2.96 7.86
C 3.02 3.13 9.27
O 2.33 2.29 10.18
C 3.12 1.88 11.27
H -1.84 0.76 6.90
H -1.73 2.35 7.68
H -0.89 2.06 6.14
H 0.80 0.64 6.06
H 0.54 -0.65 7.25
H 2.85 -0.24 7.16
H 2.30 0.41 8.71
H 1.42 3.09 7.82
H 2.96 3.75 7.26
H 2.88 4.18 9.56
H 4.09 2.91 9.29
H 4.06 1.44 10.94
H 2.55 1.13 11.82
H 3.34 2.71 11.95
C -3.79 -2.89 -2.19
O -3.56 -1.94 -3.21
C -2.38 -1.19 -3.00
C -1.79 -0.72 -4.31
O -1.13 -1.73 -5.06
C -1.91 -2.73 -5.69
C -2.66 -2.25 -6.92
O -3.77 -1.45 -6.56
C -4.08 -0.47 -7.52
H -4.03 -2.40 -1.24
H -4.63 -3.50 -2.50
H -2.92 -3.53 -2.04
H -1.64 -1.78 -2.46
H -2.62 -0.31 -2.40
H -1.01 0.00 -4.07
H -2.54 -0.20 -4.92
H -2.59 -3.22 -4.99
H -1.19 -3.47 -6.04
H -3.02 -3.13 -7.47
H -1.98 -1.70 -7.56
H -3.20 0.13 -7.78
H -4.84 0.19 -7.09
H -4.49 -0.91 -8.44
C 2.58 -3.05 -4.45
O 3.09 -2.03 -5.27
C 2.08 -1.28 -5.92
C 2.52 0.13 -6.21
O 2.54 0.98 -5.07
C 3.57 0.80 -4.12
C 4.92 1.33 -4.55
O 5.52 0.49 -5.52
C 6.35 1.18 -6.42
H 2.11 -3.84 -5.04
H 3.41 -3.46 -3.88
H 1.83 -2.65 -3.75
H 1.16 -1.26 -5.32
H 1.84 -1.77 -6.88
H 1.77 0.58 -6.87
H 3.48 0.14 -6.73
H 3.65 -0.24 -3.79
H 3.26 1.40 -3.25
H 5.57 1.38 -3.66
H 4.80 2.35 -4.94
H 5.83 2.03 -6.87
H 6.62 0.48 -7.21
H 7.26 1.54 -5.94
*
```

Energy, eV: -65354.503
Structure (SMILES): C[C@@H](F)C1=C(P(C)O)C(=O)OC1=O.COCCOCCOC.COCCOCCOC.COCCOCCOC
E_HOMO, eV: -9.012
Largest force on an atom, eV/Å: 1.05
Frontier orbital gap, eV: 8.1

Results of the Mulliken charge analysis, in e, for atoms 1 through 5:
1 C -1.37
2 C 0.41
3 F -0.13
4 C -0.21
5 C 0.83